*P*
Density functional theory data (ωB97M-V/def2-TZVPD) for 2 unconnected molecules or ions with the total composition C12H15N.

Last column: natural (NBO) charge in e.
Atoms and positions in Å:
1 C 1.18189 2.08308 -0.52903  -0.0107
2 C -3.64733 0.30514 -0.25391  -0.1804
3 C -2.87579 1.41556 0.16413  -0.2102
4 C -3.01932 -0.90229 -0.40650  -0.2252
5 C -1.59434 1.24703 0.59026  -0.1390
6 C -1.62477 -0.92886 -0.36675  -0.1472
7 C -0.90898 0.09692 0.27940  -0.2159
8 C 1.19231 -0.86882 -1.83337  -0.5739
9 C 2.82830 -0.70200 0.12414  -0.6301
10 C 0.97889 0.27279 1.95154  -0.7053
11 C 1.35594 -0.87535 -0.25762  -0.3664
12 C 0.48381 -0.00071 0.61349  0.4787
13 N 1.72168 3.07729 -0.70966  -0.5488
14 H -4.76201 0.22854 -0.50606  0.2333
15 H -3.13704 2.44841 0.34726  0.2284
16 H -3.62408 -1.86368 -0.71251  0.2301
17 H -1.24104 2.17770 0.98137  0.2383
18 H -0.99385 -1.84801 -0.57848  0.2200
19 H 1.81936 -0.06691 -2.24664  0.2350
20 H 1.50146 -1.86007 -2.27323  0.2098
21 H 0.26345 -0.57340 -2.00028  0.2056
22 H 3.09697 -1.31498 0.93500  0.2050
23 H 3.56438 -1.17833 -0.54830  0.2264
24 H 3.23293 0.38773 0.25413  0.2430
25 H 0.78734 -0.56013 2.50187  0.2463
26 H 0.27237 1.10814 2.49937  0.2317
27 H 1.91242 0.67243 2.11038  0.2634
28 H 1.23505 -1.97724 -0.13002  0.2582

HOMO energy (alpha / beta) = -9.25 / -9.25 eV
Net charge = 0
Frontier orbital gap (alpha / beta) = 7.97 / 7.97 eV

---

*Q*
Density functional theory data (ωB97M-V/def2-TZVPD) for C12H15N in the gas phase.

Last column: natural (NBO) charge in e.
Atoms and positions in Å:
1 C -0.21637 -1.79682 -1.29522  0.4870
2 C -2.41232 1.72254 0.30770  -0.3828
3 C -2.26461 1.49966 -0.94557  -0.1761
4 C -0.15455 0.62381 -2.11612  -0.3669
5 C 2.21090 -1.15299 0.84820  -0.4333
6 C -0.32157 -1.25981 1.49736  -0.4440
7 C -1.58437 0.45111 -1.65492  -0.2352
8 C 1.60804 0.28753 0.67108  -0.2377
9 C -0.36070 -0.41793 -0.98886  -0.1945
10 C 0.79414 -1.72728 0.59046  -0.0846
11 C 0.27513 -0.27917 0.42482  -0.0767
12 C 1.62945 1.21697 1.86023  -0.6115
13 N -0.63489 -2.64882 -2.07833  -0.6655
14 H -2.76925 2.64962 0.59540  0.1878
15 H -2.00822 1.27862 1.18400  0.2033
16 H -2.79601 2.22049 -1.64677  0.2006
17 H 0.04917 0.15056 -3.07745  0.2281
18 H 0.52680 1.46075 -1.77974  0.2317
19 H 2.92801 -1.44653 0.03851  0.2228
20 H 2.73352 -1.37696 1.82430  0.2038
21 H -1.25739 -1.66410 1.25874  0.2399
22 H 0.03356 -1.03173 2.51732  0.2253
23 H -2.20405 -0.05521 -2.38164  0.2377
24 H 2.04353 0.75286 -0.16237  0.2122
25 H 1.41628 0.39307 2.65611  0.2031
26 H 0.59192 1.80943 1.92124  0.2082
27 H 2.42831 1.96197 1.97376  0.2231
28 H -0.28447 -3.62163 -2.04224  0.3940

HOMO energy = -7.86 eV
Net charge = 0
Frontier orbital gap = 8.77 eV

---

Most stable: *P*

---

*P*
Density functional theory data (ωB97M-V/def2-TZVPD) for 2 unconnected molecules or ions with the total composition H3S3.

Last column: natural (NBO) charge in e.
Atoms and positions in Å:
1 S -1.62257 -1.32926 0.51635  -0.2467
2 H -0.89325 -1.88889 1.46479  0.0875
3 S 1.10629 1.70307 0.23476  -0.5240
4 S -0.14579 -1.21512 -0.97166  -0.6179
5 H 1.04174 2.27502 -0.95628  0.1092
6 H 0.51359 0.45519 -0.28795  0.1919

HOMO energy = -2.91 eV
Net charge = -1
Frontier orbital gap = 6.51 eV

---

*Q*
Density functional theory data (ωB97M-V/def2-TZVPD) for 2 unconnected molecules or ions with the total composition H3S3.

Last column: natural (NBO) charge in e.
Atoms and positions in Å:
1 S -0.33922 0.82301 -1.76843  -0.2773
2 H -1.57185 1.44171 -1.94669  0.1167
3 S 0.92416 -0.62208 2.05148  -0.5490
4 S -1.23213 -0.66742 -0.45918  -0.5990
5 H 2.08776 -0.39113 1.32631  0.1191
6 H 0.13127 -0.58409 0.79652  0.1895

HOMO energy = -3.07 eV
Net charge = -1
Frontier orbital gap = 6.59 eV

---

Most stable: *P*

---

*P*
Density functional theory data (ωB97M-V/def2-TZVPD) for a molecular structure, C5H9NOS.

Last column: natural (NBO) charge in e.
Atoms and positions in Å:
1 C 2.70483 0.31697 0.11922  -0.6405
2 C 1.23475 0.32804 0.38486  -0.1404
3 C -0.74264 1.39265 -0.01353  -0.1237
4 C -1.50941 0.00008 -0.12226  0.1785
5 C -2.89401 0.08473 0.11872  -0.6593
6 H 2.99641 0.77534 -0.99999  0.2653
7 H 2.98720 -0.96704 0.14549  0.2257
8 H 3.42809 0.92686 1.03997  0.2349
9 H 0.93722 0.62700 1.31545  0.1842
10 H -0.54048 1.62161 1.13836  0.1883
11 H -1.25991 2.05264 -0.61540  0.2081
12 H -3.01535 0.06670 1.49047  0.2307
13 H -3.57799 1.10729 -0.29213  0.2358
14 H -3.32273 -1.02576 -0.22584  0.2686
15 N -1.07374 -1.17050 -0.01885  -0.5115
16 O 0.61672 1.32533 -0.47676  -0.5256
17 S 0.69930 -1.27053 -0.12328  0.3808

HOMO energy = -8.60 eV
Net charge = 0
Frontier orbital gap = 8.99 eV

---

*Q*
Density functional theory data (ωB97M-V/def2-TZVPD) for a molecular structure, C5H9NOS.

Last column: natural (NBO) charge in e.
Atoms and positions in Å:
1 C 0.59187 0.17682 -0.52731  -0.4236
2 C -0.02382 -0.92866 0.33328  -0.0890
3 C -1.49306 -1.19441 -0.12351  -0.0799
4 C -1.70738 1.05346 -0.08518  -0.0621
5 C -0.18055 1.07240 0.39056  -0.0981
6 H 3.18000 1.16770 -0.32615  0.1498
7 H 0.31251 0.12706 -1.54105  0.2299
8 H 0.48574 -1.94229 0.35501  0.2132
9 H -1.51309 -2.02721 -0.84124  0.2001
10 H -2.07311 -1.22309 0.93842  0.1971
11 H -2.57708 1.01523 0.74508  0.1952
12 H -1.81427 2.03977 -0.79490  0.1872
13 H 0.27405 2.00171 0.67804  0.2141
14 H 0.73207 -0.07736 1.67700  0.3502
15 N -0.20899 -0.07335 1.43511  -0.6077
16 O -1.88832 -0.04641 -0.84881  -0.5394
17 S 2.27751 -0.07966 -0.25454  -0.0370

HOMO energy = -9.25 eV
Net charge = 0
Frontier orbital gap = 9.84 eV

---

Most stable: *Q*

---

*P*
Density functional theory data (ωB97M-V/def2-TZVPD) for C5H9NOS in the gas phase.

Last column: natural (NBO) charge in e.
Atoms and positions in Å:
1 C 1.93068 -0.58884 0.77162  -0.5985
2 C 1.37116 -0.02642 -0.56552  -0.4859
3 C 0.24051 0.96794 -0.26470  0.1499
4 S 0.61151 2.56221 -0.06618  -0.0803
5 N -1.00690 0.40534 -0.15176  -0.4804
6 C -1.26672 -0.98853 -0.41823  -0.4351
7 C -2.10837 1.16708 0.19459  0.5374
8 O -3.24675 0.72608 0.33892  -0.5652
9 H 2.33694 0.22425 1.44400  0.2246
10 H 1.13456 -1.07050 1.35345  0.1994
11 H 2.75911 -1.29449 0.59500  0.2210
12 H 2.17390 0.48879 -1.10433  0.2449
13 H 1.07240 -0.91039 -1.13998  0.2182
14 H -2.30086 -1.15681 -0.10458  0.2587
15 H -1.13467 -1.15365 -1.49933  0.2118
16 H -0.64322 -1.58956 0.25678  0.2089
17 H -1.92328 2.23751 0.36025  0.1706

HOMO energy = -8.75 eV
Net charge = 0
Frontier orbital gap = 8.58 eV
SMILES = CCC(=S)N(C)C=O

---

*Q*
Density functional theory data (ωB97M-V/def2-TZVPD) for a molecular structure, C5H9NOS.

Last column: natural (NBO) charge in e.
Atoms and positions in Å:
1 C -1.70947 1.86253 -0.53854  -0.3867
2 C -0.50659 0.00218 0.71294  0.1813
3 C 0.57917 0.33759 -0.19051  -0.1637
4 C 1.85369 -0.44943 -0.21703  -0.4703
5 C 1.85482 -0.35727 -1.71766  -0.2078
6 H -0.62346 1.82356 -1.32149  0.2993
7 H -2.83117 1.41052 -1.15232  0.2343
8 H -2.15797 3.05868 0.27083  0.2289
9 H 0.81573 1.49089 -0.02954  0.2181
10 H 2.80985 -0.00840 -0.00210  0.2126
11 H 1.81387 -1.43375 0.46209  0.2510
12 H 2.50016 0.67934 -1.92375  0.1913
13 H 1.95889 -1.22396 -2.41349  0.2137
14 H -0.12300 -0.88610 -1.80657  0.3641
15 N 0.28100 0.03108 -1.65332  -0.6377
16 O -1.58492 0.76078 0.59346  -0.5248
17 S -0.36752 -1.22426 1.65292  -0.0037

HOMO energy = -8.61 eV
Net charge = 0
Frontier orbital gap = 9.14 eV

---

Most stable: *P*